Record 1
Molecular formula: C31H32BiF5N7O2SiTe
Method: DFT, wB97M-V/def2-TZVPD

Geometry as ORCA input:
```
! wB97M-V def2-TZVPD RIJCOSX def2/J DEFGRID3
* xyz 1 1
Bi -2.51940 1.60609 -0.50505
N -4.69577 -1.73131 1.68685
C -3.74337 -0.76068 1.69320
N -2.46402 -1.05258 1.76002
C -2.08019 -2.33122 1.79635
N -0.73721 -2.60107 1.88822
N -0.13073 -1.46753 2.21547
C 1.14467 -1.27054 2.12366
C 1.83215 -0.32518 3.01255
C 1.51883 -0.18606 4.36027
C 2.22040 0.84899 5.06519
C 3.14560 1.64460 4.34051
C 3.41112 1.33449 2.99974
N 2.86530 0.33729 2.38387
C -3.03176 -3.37792 1.87589
C -2.63513 -4.68461 1.99320
C -3.59234 -5.71938 2.15915
C -4.95802 -5.35914 2.03090
C -5.31606 -4.09735 1.63737
C -4.37742 -3.08004 1.68574
H -5.65358 -1.41723 1.54548
H -4.10298 0.26460 1.65152
H 1.80711 -1.75201 1.34706
H 0.82123 -0.87132 4.79898
H 2.11147 0.87355 6.15891
H 3.69758 2.45869 4.82511
H 4.13183 1.90050 2.47486
H -1.54228 -4.77051 2.04265
H -3.33584 -6.73134 2.25704
H -5.68242 -6.10414 2.22327
H -6.41822 -3.87458 1.48847
F -6.55474 -0.39645 -0.63048
Te -5.64145 0.52187 -2.21478
F -2.01844 -0.11100 -1.76088
F -7.11920 1.78169 -2.34749
F 1.59715 -1.11938 -3.73104
F -4.59292 1.04292 -3.76677
O -4.63366 1.66599 -0.69331
C -0.70773 5.59743 -1.89541
C -1.41363 4.30290 -2.21276
N -1.12814 3.74518 -3.44984
O -2.35615 3.83722 -1.50698
H -0.40163 6.05170 -2.83915
H 0.23074 5.52763 -1.30708
H -1.35404 6.26283 -1.30356
H -0.16077 3.68295 -3.66585
H -1.72083 3.00215 -3.84180
C 2.02207 -2.69283 -6.05195
Si 2.72169 -1.36476 -4.90549
C 3.50167 0.16366 -5.87628
C 3.99700 -2.43150 -3.98774
C 4.55802 -2.05177 -2.78074
C 5.60799 -2.77673 -2.23679
C 6.08829 -3.85275 -2.94667
C 5.50202 -4.29048 -4.14800
C 4.34221 -3.65983 -4.59118
H 1.30540 -2.15178 -6.68223
H 1.49399 -3.46627 -5.49354
H 2.78803 -3.12621 -6.70986
H 4.26275 0.75493 -5.32110
H 2.67301 0.80112 -6.17082
H 4.04246 -0.10089 -6.76949
H 4.12859 -1.13574 -2.30238
H 6.10139 -2.45694 -1.31113
H 7.04640 -4.30207 -2.59822
H 5.93428 -5.19290 -4.59897
H 3.69740 -4.11388 -5.32215
N -2.70598 2.08340 1.89116
C -2.11194 2.78121 2.64791
C -1.17666 3.58690 3.38517
C 0.04020 3.99945 2.75802
C 0.85460 4.94385 3.45618
C 0.66663 5.20323 4.78545
C -0.42671 4.66729 5.44853
C -1.30252 3.85820 4.77252
H 0.26470 3.72603 1.71713
H 1.64991 5.46720 2.91656
H 1.37559 5.87995 5.30855
H -0.62126 4.85749 6.50838
H -2.03630 3.29473 5.35987
*
```

Output
Strongest force on any atom ... 0.0872 hartree/bohr
Highest occupied orbital energy ... -0.3339 hartree
Calculated total energy ... -81782.9301 eV
Orbital gap ... 4.8928 eV

Atom charges from the Mulliken analysis, given in e for atoms 1 to 5: Bi 2.01; N -0.02; C -0.50; N -0.24; C 0.36

---

Record 2
Molecular formula: C31H32N4O3S2W
Method: DFT, wB97M-V/def2-TZVPD

Geometry as ORCA input:
```
! wB97M-V def2-TZVPD RIJCOSX def2/J DEFGRID3
* xyz 2 1
W -0.89410 -0.35549 0.59812
O -0.48368 -2.17967 0.46490
C -0.71700 -3.42833 -0.00396
C 0.05933 -4.48761 0.41580
C -0.21815 -5.74621 -0.10336
C -1.24693 -5.93887 -1.02526
C -2.01238 -4.85917 -1.42464
C -1.75048 -3.59097 -0.90783
C -2.55277 -2.45942 -1.34033
N -2.43186 -1.24300 -0.97364
C -3.38182 -0.28780 -1.58535
C -2.95247 1.09970 -1.17788
N -2.58176 0.95751 0.23253
C -3.31808 1.47981 1.14972
C -3.18457 1.25753 2.56484
C -3.82471 2.11408 3.46780
C -3.69784 1.90399 4.82322
C -2.96171 0.80692 5.28198
C -2.36400 -0.08169 4.40362
C -2.47786 0.15938 3.05009
O -1.91130 -0.67688 2.14815
H 0.84944 -4.32114 1.13521
H 0.37562 -6.59227 0.21757
H -1.44699 -6.92476 -1.42170
H -2.82540 -4.98973 -2.13067
H -3.33361 -2.69018 -2.06873
H -4.38280 -0.49413 -1.20395
H -3.39549 -0.39236 -2.66978
H -3.75607 1.82347 -1.29787
H -2.08579 1.43731 -1.73848
H -4.13812 2.11578 0.81809
H -4.39681 2.95488 3.09176
H -4.17195 2.57428 5.52698
H -2.86628 0.63637 6.34697
H -1.82294 -0.95176 4.74921
C 2.65162 0.46021 3.80261
C 1.56929 0.67386 2.77232
S 1.21762 -0.65459 1.72410
C 0.87360 1.80792 2.61914
C 1.04733 3.05506 3.44362
S -0.34421 1.87014 1.39559
H 3.04061 -0.55573 3.77964
H 2.26120 0.64008 4.80537
H 3.48897 1.14195 3.64415
H 2.04734 3.10886 3.87260
H 0.32358 3.08126 4.26196
H 0.88473 3.95479 2.84839
C 4.01271 0.24377 -3.61514
N 2.69534 -0.23518 -3.17345
N 1.91766 0.46447 -2.28501
C 0.89962 -0.33603 -1.91401
O -0.04276 0.11736 -1.13887
C 1.05335 -1.57102 -2.53278
C 2.19395 -1.47000 -3.30958
C 2.85965 -2.48837 -4.17136
C 2.09540 1.87375 -2.04515
C 2.33341 2.29470 -0.75166
C 2.49076 3.65386 -0.51457
C 2.42118 4.55835 -1.56289
C 2.18848 4.11238 -2.86061
C 2.01451 2.76055 -3.10846
H 4.23047 1.18368 -3.12102
H 4.00527 0.39515 -4.69120
H 4.76651 -0.48916 -3.34120
H 0.40917 -2.42891 -2.44681
H 2.26167 -3.39562 -4.19413
H 3.85032 -2.74186 -3.78969
H 2.97704 -2.12240 -5.19180
H 2.41596 1.56813 0.04792
H 2.68173 4.00178 0.49257
H 2.55235 5.61544 -1.37326
H 2.13764 4.81932 -3.67788
H 1.81826 2.40243 -4.11250
*
```

Output
Strongest force on any atom ... 0.0181 hartree/bohr
Highest occupied orbital energy (spin up / spin down) ... -0.4714 / -0.4715 hartree
Calculated total energy ... -68254.3849 eV
Orbital gap (spin up / spin down) ... 6.1272 / 6.1287 eV

Atom charges from the Mulliken analysis, given in e for atoms 1 to 5: W 1.89; O 0.01; C -0.11; C -0.89; C -0.58